The following is a DFT calculation (the ωB97M-V functional and the def2-TZVPD basis) of C24H20Cl2InN9O5S as an isolated structure.

Each line ends with the natural charge from an NBO analysis.
Atoms and positions in Å:
In (-0.723, 0.636, -0.227)  1.83
Cl (1.593, 4.991, 4.929)  -0.01
C (1.447, 3.643, 3.877)  -0.13
C (0.791, 3.785, 2.616)  -0.24
C (0.399, 2.640, 1.853)  0.13
N (-0.383, 2.672, 0.688)  -0.75
C (-1.350, 3.600, 0.472)  0.64
O (-1.527, 4.700, 0.958)  -0.65
C (-2.311, 3.284, -0.723)  0.16
C (-3.067, 4.366, -1.263)  -0.23
C (-3.824, 4.138, -2.419)  -0.17
C (-3.985, 2.778, -2.872)  -0.26
C (-3.422, 1.759, -2.133)  0.05
N (-2.562, 2.028, -1.071)  -0.50
C (0.817, 1.337, 2.382)  0.20
C (1.782, 1.251, 3.368)  -0.29
C (1.954, 2.321, 4.232)  -0.05
Cl (2.983, 2.195, 5.610)  -0.02
N (0.221, 0.273, 1.767)  -0.79
C (-0.104, -0.844, 2.487)  0.61
O (0.493, -1.359, 3.414)  -0.70
C (-1.199, -1.615, 1.880)  -0.03
C (-1.736, -2.722, 2.595)  -0.17
C (-2.685, -3.570, 2.062)  -0.31
C (-3.036, -3.302, 0.699)  -0.33
C (-2.583, -2.137, 0.059)  0.02
N (-1.725, -1.306, 0.718)  -0.64
H (0.432, 4.678, 2.261)  0.23
H (-2.971, 5.351, -0.788)  0.25
H (-4.173, 5.029, -2.949)  0.22
H (-4.449, 2.553, -3.809)  0.22
H (-3.649, 0.719, -2.383)  0.24
H (2.189, 0.274, 3.644)  0.26
H (-1.242, -2.994, 3.536)  0.22
H (-3.014, -4.495, 2.510)  0.19
H (-3.576, -3.977, 0.049)  0.19
H (-2.748, -1.934, -1.003)  0.21
N (1.877, -4.159, 2.606)  -0.68
N (2.613, -4.786, 1.611)  -0.43
C (2.253, -4.853, 0.271)  0.29
N (3.174, -5.464, -0.530)  -0.83
S (0.734, -4.301, -0.371)  -0.33
H (1.605, -4.790, 3.390)  0.36
H (1.116, -3.496, 2.307)  0.44
H (3.540, -5.075, 1.863)  0.37
H (4.076, -5.838, -0.216)  0.38
H (2.928, -5.515, -1.530)  0.42
O (-1.323, -0.443, -2.058)  -0.66
N (-1.242, 0.507, -3.049)  0.30
O (-1.960, 0.358, -4.018)  -0.39
O (1.441, 0.696, -0.635)  -0.59
N (1.791, 0.603, -1.895)  0.07
C (1.860, -0.559, -2.556)  0.04
C (2.367, -0.597, -3.839)  -0.23
C (2.878, 0.565, -4.380)  -0.18
C (2.728, 1.809, -3.703)  -0.22
C (2.093, 1.799, -2.479)  0.03
H (1.521, -1.461, -2.055)  0.27
H (2.456, -1.540, -4.411)  0.24
H (3.349, 0.524, -5.371)  0.22
H (3.102, 2.674, -4.187)  0.23
H (1.969, 2.596, -1.793)  0.25

Net charge: -1
Orbital gap (alpha / beta): 2.85 / 5.69 eV
Multiplicity: 2

***

The following is a DFT calculation (the ωB97M-V functional and the def2-TZVPD basis) of a 4-piece molecular cluster, C24H20F4 overall.

Each line ends with the natural charge from an NBO analysis.
Atoms and positions in Å:
F (11.510, 22.621, -0.350)  -0.34
C (11.560, 23.931, -0.727)  0.41
C (12.669, 24.685, -0.433)  -0.30
C (12.567, 26.049, -0.729)  -0.18
C (11.504, 26.589, -1.557)  -0.24
C (10.407, 25.725, -1.854)  -0.18
C (10.387, 24.405, -1.364)  -0.29
H (13.504, 24.200, 0.050)  0.24
H (13.410, 26.653, -0.427)  0.21
H (11.515, 27.625, -1.863)  0.22
H (9.677, 26.091, -2.561)  0.22
H (9.717, 23.670, -1.786)  0.24
F (7.496, 17.458, -2.876)  -0.33
C (8.408, 17.286, -3.860)  0.40
C (9.460, 18.220, -4.014)  -0.28
C (10.469, 17.828, -4.860)  -0.21
C (10.438, 16.589, -5.486)  -0.23
C (9.369, 15.771, -5.449)  -0.19
C (8.338, 16.124, -4.577)  -0.29
H (9.582, 19.154, -3.485)  0.24
H (11.439, 18.243, -5.091)  0.22
H (11.258, 16.167, -6.047)  0.21
H (9.304, 14.816, -5.950)  0.22
H (7.540, 15.439, -4.328)  0.23
F (7.917, 20.215, 7.172)  -0.34
C (6.938, 21.048, 6.692)  0.39
C (6.974, 21.401, 5.379)  -0.28
C (5.780, 21.958, 4.831)  -0.18
C (4.793, 22.446, 5.648)  -0.24
C (4.786, 21.956, 6.977)  -0.18
C (5.864, 21.273, 7.502)  -0.29
H (7.738, 21.096, 4.679)  0.23
H (5.853, 21.983, 3.753)  0.21
H (4.049, 23.135, 5.275)  0.22
H (3.925, 22.280, 7.542)  0.22
H (5.842, 20.861, 8.500)  0.24
F (8.139, 21.074, -2.910)  -0.34
C (7.567, 21.466, -1.709)  0.41
C (6.347, 22.229, -1.741)  -0.29
C (5.886, 22.762, -0.579)  -0.19
C (6.475, 22.427, 0.668)  -0.23
C (7.633, 21.633, 0.669)  -0.18
C (8.287, 21.265, -0.509)  -0.29
H (5.770, 22.498, -2.613)  0.23
H (4.993, 23.368, -0.620)  0.21
H (6.035, 22.868, 1.550)  0.22
H (8.010, 21.323, 1.632)  0.21
H (9.263, 20.809, -0.579)  0.24

Net charge: 0
Orbital gap: 9.91 eV
SMILES: Fc1ccccc1.Fc1ccccc1.Fc1ccccc1.Fc1ccccc1

***

The following is a DFT calculation (the ωB97M-V functional and the def2-TZVPD basis) of a 4-piece molecular cluster, C24H20F4 overall.

Each line ends with the natural charge from an NBO analysis.
Atoms and positions in Å:
F (-13.768, -1.705, -9.265)  -0.31
C (-13.699, -0.856, -8.204)  0.40
C (-12.686, -0.930, -7.284)  -0.30
C (-12.678, -0.149, -6.124)  -0.23
C (-13.719, 0.743, -5.830)  -0.23
C (-14.692, 0.909, -6.771)  -0.20
C (-14.694, 0.064, -7.916)  -0.29
H (-11.910, -1.671, -7.410)  0.23
H (-11.880, -0.377, -5.434)  0.27
H (-13.779, 1.358, -4.945)  0.23
H (-15.481, 1.619, -6.572)  0.22
H (-15.599, 0.144, -8.501)  0.23
F (-9.995, -2.180, -2.734)  -0.34
C (-10.234, -0.893, -3.190)  0.40
C (-9.291, 0.110, -3.319)  -0.29
C (-9.669, 1.333, -3.747)  -0.19
C (-10.999, 1.588, -3.926)  -0.27
C (-11.978, 0.613, -3.820)  -0.22
C (-11.562, -0.675, -3.480)  -0.34
H (-8.289, -0.119, -2.987)  0.23
H (-9.014, 2.178, -3.902)  0.22
H (-11.327, 2.604, -4.089)  0.22
H (-13.020, 0.790, -4.042)  0.26
H (-12.299, -1.462, -3.407)  0.25
F (-14.801, 5.890, -2.878)  -0.34
C (-14.436, 4.585, -2.626)  0.42
C (-15.439, 3.651, -2.372)  -0.29
C (-15.098, 2.346, -2.176)  -0.25
C (-13.789, 1.949, -2.167)  -0.26
C (-12.772, 2.848, -2.563)  -0.20
C (-13.098, 4.133, -2.855)  -0.31
H (-16.488, 3.892, -2.469)  0.22
H (-15.863, 1.621, -1.942)  0.28
H (-13.447, 0.937, -2.012)  0.22
H (-11.748, 2.515, -2.642)  0.24
H (-12.349, 4.860, -3.133)  0.22
F (-15.512, 0.505, -1.588)  -0.32
C (-14.811, -0.375, -2.374)  0.39
C (-14.218, -1.473, -1.779)  -0.28
C (-13.592, -2.439, -2.592)  -0.20
C (-13.455, -2.245, -3.947)  -0.27
C (-13.980, -1.096, -4.560)  -0.18
C (-14.666, -0.182, -3.754)  -0.30
H (-14.312, -1.530, -0.705)  0.24
H (-12.993, -3.257, -2.221)  0.23
H (-12.912, -2.896, -4.616)  0.24
H (-13.940, -0.983, -5.633)  0.27
H (-15.126, 0.697, -4.181)  0.25

Net charge: 0
Orbital gap: 8.63 eV
SMILES: Fc1ccccc1.Fc1ccccc1.Fc1ccccc1.Fc1ccccc1

***

In kcal/mol, the energy relative to the best compared isomer or geometry (same formula, charge and spin) values for the records above are, in order, 20.97; 44.01; 278.13.
In hartree/bohr, the largest force on an atom values for the records above are, in order, 0.1008; 0.0586; 0.2111.